{"formula": "C2H7BO2S", "method": "ωB97M-V/def2-TZVPD", "de_lowest_kcal_mol": 61.8, "smiles": "[H][H].COB=S.C=O", "e_tot_ha": -653.892765, "charge": 0, "homo_lumo_gap_ha": 0.3739, "species": ["S", "O", "O", "C", "C", "B", "H", "H", "H", "H", "H", "H", "H"], "coordinates": [[2.3365, -0.5239, -1.5552], [-0.1627, 0.6611, -2.3227], [0.0583, 0.3463, 1.5837], [1.2162, 0.0722, 1.6991], [-1.3568, 0.7015, -1.6467], [0.9236, 0.2144, -1.8235], [-1.2940, 1.2428, -0.7061], [2.0863, 0.6266, 1.3199], [-5.6205, -0.5954, -0.4388], [-5.4804, 0.0552, -0.0980], [1.5150, -0.8947, 2.2218], [-2.1625, 1.2237, -2.2367], [-1.5853, -0.3269, -1.3870]], "atomic_forces_ev_per_a": [[0.431, -0.041, 0.455], [0.474, 1.204, -1.190], [-0.134, 0.575, -0.309], [0.636, -1.794, 0.748], [-2.677, 0.420, 0.971], [1.296, -0.788, -0.492], [0.282, 0.153, 0.105], [-0.306, 0.497, -0.163], [0.045, 0.196, 0.099], [-0.040, -0.195, -0.101], [-0.209, 0.740, -0.314], [0.969, -0.901, 0.274], [-0.767, -0.065, -0.083]]}

{"formula": "C2H7BO3", "method": "ωB97M-V/def2-TZVPD", "de_lowest_kcal_mol": 107.1, "smiles": "CC(O)(O)BO", "e_tot_ha": -330.947550, "charge": 0, "homo_lumo_gap_ha": 0.3857, "species": ["O", "O", "O", "C", "C", "B", "H", "H", "H", "H", "H", "H", "H"], "coordinates": [[0.3159, 1.5692, 0.7198], [1.4663, 0.6979, -1.1183], [-2.0132, 0.1581, 0.2657], [0.7232, -0.8744, 0.6194], [0.3993, 0.4702, -0.1355], [-1.2252, 0.3075, -0.8353], [0.5585, 1.3203, 1.6786], [-2.8700, -0.1145, -0.0402], [1.8311, -0.7807, 1.0875], [-1.9349, 0.3628, -1.9921], [0.6721, -1.5691, -0.2495], [0.0048, -1.3783, 1.3866], [2.3756, 0.6380, -0.7402]], "atomic_forces_ev_per_a": [[0.542, -0.110, 2.351], [-0.766, -0.353, 0.696], [0.357, -0.367, -0.557], [0.841, -0.503, 0.136], [-0.262, -0.864, -0.856], [0.591, 0.724, 0.007], [-0.542, 0.406, -2.389], [-0.921, 0.052, 0.147], [-2.480, -0.441, -1.125], [2.017, -0.209, 1.865], [0.805, -0.046, 0.775], [1.049, 1.703, -1.159], [-1.231, 0.007, 0.109]]}

{"formula": "C2H7BrN", "method": "ωB97M-V/def2-TZVPD", "de_lowest_kcal_mol": 4.3, "smiles": "C[NH2+]CBr", "e_tot_ha": -2708.880774, "charge": 1, "homo_lumo_gap_ha": 0.4184, "species": ["Br", "N", "C", "C", "H", "H", "H", "H", "H", "H", "H"], "coordinates": [[3.2097, 0.0046, -0.2950], [0.5205, 0.5104, -0.0448], [-0.9424, 0.2165, 0.1049], [1.4120, -0.6762, -0.0094], [0.9567, 1.1180, 0.6737], [-1.1981, -0.4353, -0.7806], [1.4468, -1.4490, 0.8112], [1.0717, -1.2495, -0.8446], [-1.4974, 1.1811, -0.0457], [0.8011, 1.0192, -0.9395], [-1.0724, -0.4570, 0.9518]], "atomic_forces_ev_per_a": [[-0.458, -0.345, 0.060], [1.579, 0.925, 0.551], [-0.155, -0.281, -2.240], [0.914, -1.454, -0.613], [-1.016, 0.115, -0.019], [0.233, 0.764, 0.739], [-0.602, 1.784, -0.030], [0.336, -0.447, -0.849], [0.319, -1.137, 0.930], [-0.855, -0.798, 1.074], [-0.295, 0.874, 0.397]]}

{"formula": "C2H7BrNO", "method": "ωB97M-V/def2-TZVPD", "de_lowest_kcal_mol": 40.8, "e_tot_ha": -2784.076260, "charge": 1, "homo_lumo_gap_ha": 0.3125, "species": ["Br", "O", "N", "C", "C", "H", "H", "H", "H", "H", "H", "H"], "coordinates": [[-0.3976, 0.9461, 2.3361], [-1.6246, 0.0936, -0.7703], [0.6795, -1.0953, 0.2615], [-0.5715, 0.7873, -0.6075], [0.7264, 0.0629, -0.6644], [-0.5368, 1.9060, -0.4329], [1.5607, -1.5965, 0.0772], [-2.3892, 0.5486, -0.4262], [0.1918, -0.3041, 2.1400], [1.5773, 0.7724, -0.3741], [-0.0807, -1.6351, 0.0236], [0.8648, -0.4858, -1.5630]], "atomic_forces_ev_per_a": [[-0.601, 1.163, 0.213], [0.983, 0.084, 0.337], [2.831, 1.503, 0.928], [1.386, 0.700, 0.447], [0.608, 0.621, 1.717], [-0.692, -1.342, -0.364], [-0.794, -0.119, 0.336], [-1.269, 0.537, -0.123], [0.470, -0.875, -0.295], [-1.240, -1.090, -0.693], [-1.842, -1.928, -0.632], [0.160, 0.745, -1.870]]}

{"formula": "C2H7BrNO", "method": "ωB97M-V/def2-TZVPD", "de_lowest_kcal_mol": 0.0, "e_tot_ha": -2783.920635, "s2": 2.007, "spin_multiplicity": 3, "charge": 1, "homo_lumo_gap_ha": [0.3055, 0.1596], "species": ["Br", "O", "N", "C", "C", "H", "H", "H", "H", "H", "H", "H"], "coordinates": [[-3.8558, -0.2390, 0.0001], [-0.4511, 0.0280, 0.6649], [2.1696, 0.0586, 0.7462], [0.1383, -0.1361, -0.6721], [1.6166, 0.1041, -0.4256], [0.0141, 0.7530, -1.3670], [-0.1211, -1.0962, -1.2373], [3.1366, 0.1150, 0.6552], [1.5358, 0.2469, 1.5210], [-5.1727, 0.2975, 0.3758], [2.1947, 0.2306, -1.2798], [-1.2051, -0.3623, 1.0186]], "atomic_forces_ev_per_a": [[-0.980, 0.335, 0.173], [3.828, 2.464, -3.948], [-0.833, -0.520, 3.132], [-0.466, -1.684, 2.254], [-2.733, 0.539, -3.513], [-0.697, -0.221, 0.551], [-0.451, 1.142, 0.962], [2.017, -0.137, 1.300], [1.275, 0.196, 0.424], [1.077, -0.369, -0.197], [0.753, 0.366, -1.405], [-2.791, -2.110, 0.267]]}

{"formula": "C2H7ClO3P", "method": "ωB97M-V/def2-TZVPD", "de_lowest_kcal_mol": 52.2, "e_tot_ha": -1107.417036, "charge": 1, "homo_lumo_gap_ha": 0.4499, "species": ["Cl", "P", "O", "O", "O", "C", "C", "H", "H", "H", "H", "H", "H", "H"], "coordinates": [[0.5845, -2.6756, -1.0146], [-0.0882, -1.0232, -0.2947], [-1.1883, -1.1929, 0.7366], [-0.6971, 0.1559, -1.7195], [1.0985, -0.2299, 0.2725], [-1.7065, 0.0053, 1.3710], [1.8723, 0.8941, -0.2280], [2.8658, 0.6579, -0.6294], [1.2268, 1.4023, -1.0981], [-0.8530, 0.7638, 1.4896], [-0.6447, -0.3385, -2.5477], [2.0043, 1.5710, 0.6046], [-1.9653, -0.3992, 2.4195], [-2.5089, 0.4090, 0.6383]], "atomic_forces_ev_per_a": [[-0.459, -0.363, -0.022], [0.087, 4.123, -4.204], [0.505, -0.961, -0.701], [1.400, -3.229, 4.046], [-0.137, -0.511, 0.251], [-0.321, 1.394, 1.001], [-1.320, 1.994, -2.537], [-0.510, -0.734, 0.233], [1.558, -1.049, 2.094], [-1.355, -1.024, -0.172], [-0.050, -0.185, -0.141], [-0.190, 0.047, 0.133], [-0.269, 1.141, -1.884], [1.061, -0.643, 1.903]]}

{"formula": "C2H7ClOSi", "method": "ωB97M-V/def2-TZVPD", "de_lowest_kcal_mol": 17.4, "smiles": "C[Si](C)(O)Cl", "e_tot_ha": -905.415966, "charge": 0, "homo_lumo_gap_ha": 0.4015, "species": ["Cl", "Si", "O", "C", "C", "H", "H", "H", "H", "H", "H", "H"], "coordinates": [[3.0499, -0.0617, 0.2946], [0.8939, -0.0981, -0.3126], [0.9757, -0.9799, -1.6478], [0.1191, -1.1125, 1.0874], [-0.0932, 1.4699, -0.5954], [-0.9516, 1.2873, -1.1423], [-0.4798, 1.6616, 0.3321], [0.6116, -2.1005, 1.1528], [0.5081, 2.3562, -0.9060], [-0.9782, -1.0764, 0.8904], [0.3709, -0.8735, 2.1386], [1.0007, -0.6299, -2.6233]], "atomic_forces_ev_per_a": [[-1.687, 0.536, -0.412], [1.269, -0.102, 1.723], [-0.132, 0.052, -4.031], [0.575, 0.009, 0.084], [3.476, 0.256, -0.370], [-1.428, -0.384, -1.835], [-0.802, 0.900, 2.760], [-0.814, -0.088, -0.994], [-0.660, -0.704, -0.071], [0.719, -0.643, 0.478], [-0.453, 1.058, -0.583], [-0.064, -0.890, 3.251]]}

{"formula": "C2H7FP2", "method": "ωB97M-V/def2-TZVPD", "de_lowest_kcal_mol": 85.3, "smiles": "C[PH2]=C(F)P", "e_tot_ha": -862.793728, "charge": 0, "homo_lumo_gap_ha": 0.2837, "species": ["P", "P", "F", "C", "C", "H", "H", "H", "H", "H", "H", "H"], "coordinates": [[2.6382, -0.8533, 0.1901], [-0.2029, 0.6009, 0.1075], [1.9708, 0.8236, -1.5792], [1.6701, 0.6308, -0.2701], [-2.0766, -0.1465, 0.0365], [1.9711, -1.7128, -0.5912], [-0.5680, 1.7163, -0.6923], [-2.0801, -0.8043, 0.9074], [-2.6164, 0.7772, -0.0147], [1.9106, -1.2121, 1.1971], [-2.3385, -0.8652, -0.8459], [-0.2784, 1.0456, 1.5549]], "atomic_forces_ev_per_a": [[2.780, 1.703, -1.340], [-0.389, 0.814, 0.254], [-0.329, 0.403, -0.829], [-1.528, -0.368, 1.263], [2.177, -2.087, -1.524], [-0.680, -1.447, -1.305], [0.286, -0.036, 0.461], [-0.716, 0.611, 0.261], [-0.775, 0.096, 0.485], [-1.811, -0.777, 2.983], [0.731, 1.652, 1.277], [0.253, -0.564, -1.987]]}

{"formula": "C2H7I2N2O", "method": "ωB97M-V/def2-TZVPD", "de_lowest_kcal_mol": 39.6, "e_tot_ha": -860.212227, "charge": 1, "homo_lumo_gap_ha": 0.3279, "species": ["I", "I", "O", "N", "N", "C", "C", "H", "H", "H", "H", "H", "H", "H"], "coordinates": [[-3.3062, 3.3349, -1.0297], [-1.1214, 0.9371, -0.4482], [2.3016, -0.7241, 1.2801], [1.9028, 1.2517, 0.3358], [0.3113, -0.4717, -0.0355], [-0.5918, -2.0519, -0.2808], [1.5554, 0.0130, 0.5110], [-0.9818, -1.7835, -1.3605], [-0.0585, -2.9174, -0.2296], [2.0644, -1.6159, 1.2473], [-1.2439, -1.9287, 0.5965], [-4.6265, 2.5221, -1.5398], [1.3466, 1.8775, -0.1937], [2.4481, 1.5569, 1.1470]], "atomic_forces_ev_per_a": [[-0.489, -0.115, -0.166], [-0.202, 0.325, -0.210], [1.129, 2.238, -0.181], [1.529, -0.018, 1.819], [2.248, -1.056, 0.832], [-0.682, 5.601, -0.995], [-5.390, -2.929, -1.941], [0.569, -0.819, 2.593], [2.090, -2.066, 0.040], [-0.766, -2.456, 0.103], [-0.149, -0.138, -0.881], [0.419, 0.199, 0.155], [-0.428, 0.602, -0.315], [0.121, 0.631, -0.853]]}

{"formula": "C2H7INOP", "method": "ωB97M-V/def2-TZVPD", "de_lowest_kcal_mol": 45.1, "e_tot_ha": -849.418837, "charge": 0, "homo_lumo_gap_ha": 0.3399, "species": ["I", "P", "O", "N", "C", "C", "H", "H", "H", "H", "H", "H", "H"], "coordinates": [[2.8163, 0.2055, -0.1740], [0.7342, -1.0054, -0.3605], [0.6623, -2.1588, -1.2327], [0.3202, -1.6727, 1.7592], [-0.6136, 0.2913, -0.8228], [-0.4370, 1.5861, -0.0843], [-1.3223, 2.0740, -0.2100], [-0.2521, 1.4073, 0.9215], [-0.2655, 0.4888, -1.9455], [0.3210, 2.1411, -0.5874], [-0.2611, -2.3675, 1.4256], [-1.5414, -0.0830, -0.9239], [-0.1611, -0.9067, 2.2347]], "atomic_forces_ev_per_a": [[-0.213, -0.207, -0.002], [-2.740, 0.823, 3.618], [0.450, -1.104, -0.637], [3.118, 3.127, -2.746], [6.028, 0.640, -2.509], [0.762, -1.370, -1.430], [-2.448, 1.802, 0.022], [0.490, 0.083, 1.964], [-0.721, -0.550, 2.051], [0.713, 0.569, 0.220], [-2.044, -1.720, -0.453], [-3.119, -1.748, 0.301], [-0.276, -0.344, -0.398]]}

{"formula": "C2H7N", "method": "ωB97M-V/def2-TZVPD", "de_lowest_kcal_mol": 26.1, "smiles": "C=N.C", "e_tot_ha": -135.103381, "charge": 0, "homo_lumo_gap_ha": 0.4101, "species": ["N", "C", "C", "H", "H", "H", "H", "H", "H", "H"], "coordinates": [[0.2057, 0.7473, -0.5801], [-0.8482, -2.0160, 1.4395], [0.8427, 1.7018, -1.0986], [0.1994, -1.7892, 1.2124], [-1.0024, -1.9544, 2.5137], [0.9581, 1.8599, -2.1729], [-1.0817, -2.9959, 1.0492], [-1.2610, -1.0814, 1.0489], [1.4178, 2.3070, -0.4028], [-0.4404, 0.2222, -1.1652]], "atomic_forces_ev_per_a": [[-0.775, 0.304, 0.828], [1.195, 1.321, 0.325], [0.293, -0.816, -0.020], [0.168, -0.502, 0.392], [0.120, -0.310, 0.100], [-0.303, 0.366, -0.012], [-0.586, 0.202, -0.342], [-0.898, -0.719, -0.465], [0.232, 0.194, -0.237], [0.555, -0.040, -0.568]]}

{"formula": "C2H7N2", "method": "ωB97M-V/def2-TZVPD", "de_lowest_kcal_mol": 148.6, "e_tot_ha": -188.923595, "s2": 0.756, "spin_multiplicity": 2, "charge": 2, "homo_lumo_gap_ha": [0.2802, 0.2884], "species": ["N", "N", "C", "C", "H", "H", "H", "H", "H", "H", "H"], "coordinates": [[-0.8712, 0.2193, 0.0310], [1.3630, -0.2646, 0.7381], [-0.0018, -0.7951, 0.4374], [-0.7708, 0.8209, -1.1657], [0.1760, -1.6686, -0.2279], [-1.7987, 0.9640, -1.6119], [-0.1352, 0.2774, -1.9024], [2.0894, -0.8241, 1.2203], [1.3259, 0.7102, 1.0602], [-0.2056, -1.3534, 1.3832], [-0.3460, 1.8738, -1.2460]], "atomic_forces_ev_per_a": [[-1.431, 0.745, -0.366], [-1.866, 0.466, 0.579], [3.679, -1.338, 0.969], [0.814, -1.894, -1.539], [-0.634, 0.256, -0.677], [-0.112, 0.751, 0.758], [0.271, 0.287, 0.386], [-0.151, -0.315, -0.443], [0.738, 0.174, -0.208], [-0.718, 0.603, 0.140], [-0.590, 0.265, 0.401]]}

- What is the formula in the ninth record?
  C2H7I2N2O